[1]
Below is a structure of composition C3H7NO3, with properties calculated with ωB97M-V/def2-TZVPD.

The geometry in ORCA input format:
```
! RIJCOSX wB97M-V def2-TZVPD def2/J DEFGRID3
* xyz 0 3
C 0.695 0.547 1.279
C 0.586 -1.114 -0.732
C -0.077 -0.049 0.122
N -1.560 -0.036 0.131
O -2.051 -0.448 -0.919
O -2.206 0.499 0.955
O -0.101 1.518 -0.844
H 1.480 -0.233 1.588
H -0.102 0.655 1.983
H 1.175 1.506 1.064
H 1.081 -1.898 -0.080
H 1.248 -0.562 -1.321
H -0.056 -1.453 -1.506
H -0.114 1.069 -1.723
*
```

For the frontier orbital gap (alpha / beta), the calculation gives 0.30864 / 0.24245 hartree. The value obtained for the energy above the lowest of the compared OMol25 structures with the same formula, charge and spin is 416.5 kJ/mol. The total energy is -398.67638 a.u. The HOMO energy (alpha / beta) comes out at -7.7 / -10.3 eV.

[2]
Below is the ion C3H7NO3P with charge +1, with properties calculated with ωB97M-V/def2-TZVPD.

The geometry in ORCA input format:
```
! RIJCOSX wB97M-V def2-TZVPD def2/J DEFGRID3
* xyz 1 1
C -0.188 0.482 1.253
O 1.182 0.082 1.393
P 2.060 -0.059 -0.006
O 1.201 -1.370 -0.660
C -0.032 -1.526 -0.224
N -0.684 -0.098 -0.051
C -0.199 0.923 -1.075
O 1.170 1.060 -0.895
H -0.235 1.528 1.064
H -0.675 0.142 2.169
H -0.125 -1.774 0.778
H -0.752 -2.067 -0.804
H -1.679 0.141 -0.106
H -0.478 0.679 -2.071
H -0.567 1.858 -0.764
*
```

For the frontier orbital gap, the calculation gives 0.43683 hartree. The value obtained for the energy above the lowest of the compared OMol25 structures with the same formula, charge and spin is 8.0 kJ/mol. The total energy is -740.08034 a.u. The HOMO energy comes out at -15.4 eV. The SMILES is C1OP2OC[NH+]1CO2.

[3]
Below is a cluster of 2 separate species, C3H7NO3S in total, with properties calculated with ωB97M-V/def2-TZVPD.

The geometry in ORCA input format:
```
! RIJCOSX wB97M-V def2-TZVPD def2/J DEFGRID3
* xyz -2 1
O -1.306 1.331 -0.760
C -0.180 1.351 -0.202
O 0.445 2.320 0.171
C 0.263 -0.068 0.070
C 0.458 -0.436 1.523
S 0.090 -2.296 1.883
N 1.517 -0.542 -0.582
H -0.431 -0.862 -0.322
H 1.484 -0.416 1.882
H -0.125 0.219 2.107
H 2.081 -1.119 0.020
H 2.191 0.248 -0.760
H -1.092 1.593 -3.172
H -1.476 0.560 -2.378
O -1.382 0.753 -3.381
*
```

For the frontier orbital gap, the calculation gives 0.21213 hartree. The value obtained for the energy above the lowest of the compared OMol25 structures with the same formula, charge and spin is 172.7 kJ/mol. The total energy is -797.14940 a.u. The HOMO energy comes out at 0.4 eV.

[4]
Below is a cluster of 2 separate species, C3H7NO4 in total, with properties calculated with ωB97M-V/def2-TZVPD.

The geometry in ORCA input format:
```
! RIJCOSX wB97M-V def2-TZVPD def2/J DEFGRID3
* xyz 0 1
C -1.438 -0.461 1.062
N -0.978 0.687 0.347
C 0.234 0.963 0.119
O 0.552 2.168 -0.427
C 1.438 0.072 0.228
O 1.361 -1.143 0.186
O 2.610 0.700 0.251
H -1.933 -1.107 0.339
H -2.183 -0.122 1.777
H -0.658 -1.044 1.557
H -0.255 2.694 -0.499
H 2.488 1.652 0.105
O -0.628 -1.375 -1.725
H -0.733 -2.168 -2.255
H 0.125 -1.516 -1.066
*
```

For the frontier orbital gap, the calculation gives 0.38092 hartree. The value obtained for the energy above the lowest of the compared OMol25 structures with the same formula, charge and spin is 154.6 kJ/mol. The total energy is -474.22738 a.u. The HOMO energy comes out at -10.2 eV. The SMILES is C/N=C(/O)C(=O)O.O.

[5]
Below is a cluster of 2 separate species, C3H7NO4 in total, with properties calculated with ωB97M-V/def2-TZVPD.

The geometry in ORCA input format:
```
! RIJCOSX wB97M-V def2-TZVPD def2/J DEFGRID3
* xyz 0 1
C 0.117 2.156 -0.098
C -0.444 0.778 -0.146
O -1.748 0.692 0.076
N 0.112 -0.262 -0.820
O 1.452 0.062 -1.138
H -0.527 2.800 0.503
H 0.150 2.561 -1.114
H 1.128 2.136 0.307
H -1.975 -0.281 0.093
H 1.732 -0.699 -1.671
O -1.324 -1.894 0.663
C -0.127 -1.590 0.752
O 0.881 -2.488 0.665
H 0.138 -0.636 1.450
H 0.435 -3.334 0.478
*
```

For the frontier orbital gap, the calculation gives 0.34421 hartree. The value obtained for the energy above the lowest of the compared OMol25 structures with the same formula, charge and spin is 393.5 kJ/mol. The total energy is -474.13637 a.u. The HOMO energy comes out at -8.9 eV. The SMILES is C/C(O)=N\O.O=CO.

[6]
Below is a cluster of 2 separate species, C3H7NO4 in total, with properties calculated with ωB97M-V/def2-TZVPD.

The geometry in ORCA input format:
```
! RIJCOSX wB97M-V def2-TZVPD def2/J DEFGRID3
* xyz 0 3
C 1.097 1.464 0.228
C 0.791 0.411 1.063
C -0.943 -0.848 -0.148
N -0.328 -0.362 -1.246
O -0.486 0.864 -1.632
O 0.644 -1.009 -1.681
O -2.005 -0.203 0.282
O -0.521 -2.039 0.310
H 0.406 1.398 -0.740
H 2.117 1.442 -0.265
H 0.796 2.441 0.576
H 1.211 -0.647 0.950
H 0.088 0.605 1.806
H -2.451 -0.779 0.891
H -0.415 -2.739 -0.393
*
```

For the frontier orbital gap (alpha / beta), the calculation gives 0.21326 / 0.25890 hartree. The value obtained for the energy above the lowest of the compared OMol25 structures with the same formula, charge and spin is 364.8 kJ/mol. The total energy is -473.92077 a.u. The HOMO energy (alpha / beta) comes out at -5.9 / -9.3 eV.

[7]
Below is a cluster of 2 separate species, C3H7NO4P in total, with properties calculated with ωB97M-V/def2-TZVPD.

The geometry in ORCA input format:
```
! RIJCOSX wB97M-V def2-TZVPD def2/J DEFGRID3
* xyz -1 1
C -1.484 0.583 -1.048
C -1.198 -0.956 1.006
C -0.604 -0.360 -0.252
N 1.635 0.259 1.248
O 3.647 -1.067 0.093
O 0.626 1.126 0.785
O 2.509 0.940 -1.112
O 0.355 -0.894 -0.790
P 2.566 -0.078 -0.019
H -1.853 1.413 -0.451
H -0.922 0.953 -1.901
H -2.334 0.001 -1.412
H -0.412 -0.999 1.759
H -1.508 -1.979 0.785
H -2.047 -0.384 1.371
H 1.024 1.440 -0.063
*
```

For the frontier orbital gap, the calculation gives 0.27530 hartree. The value obtained for the energy above the lowest of the compared OMol25 structures with the same formula, charge and spin is 173.1 kJ/mol. The total energy is -815.63086 a.u. The HOMO energy comes out at -3.9 eV.

[8]
Below is an isolated molecule of C3H7NO4S, with properties calculated with ωB97M-V/def2-TZVPD.

The geometry in ORCA input format:
```
! RIJCOSX wB97M-V def2-TZVPD def2/J DEFGRID3
* xyz 0 1
C 0.572 0.336 -0.511
C 0.340 -1.216 -0.390
C -0.619 1.246 -0.132
H 1.866 1.275 -1.850
H 0.186 0.988 -2.398
H 1.270 0.451 0.305
H 1.040 -1.774 -1.080
H -0.733 -1.524 -0.525
H -1.468 -0.586 1.755
H -1.913 1.608 1.189
N 1.075 0.574 -1.838
O -1.150 -1.561 1.868
O 1.389 -1.032 2.078
O -1.347 0.888 1.042
O -0.898 2.195 -0.824
S 0.390 -1.869 1.310
*
```

For the frontier orbital gap, the calculation gives 0.35441 hartree. The value obtained for the energy above the lowest of the compared OMol25 structures with the same formula, charge and spin is 131.1 kJ/mol. The total energy is -872.37394 a.u. The HOMO energy comes out at -9.3 eV.

[9]
Below is the ion C3H7NOS with charge -2, with properties calculated with ωB97M-V/def2-TZVPD.

The geometry in ORCA input format:
```
! RIJCOSX wB97M-V def2-TZVPD def2/J DEFGRID3
* xyz -2 1
N -0.055 -0.339 1.509
C -0.236 0.308 0.194
C -1.091 -0.504 -0.863
O -2.205 -0.993 -0.355
C 1.242 0.883 -0.223
S 2.500 -0.419 -0.454
H 0.591 -1.126 1.387
H -0.982 -0.735 1.781
H -0.929 1.132 0.508
H -1.161 0.158 -1.806
H -0.383 -1.327 -1.104
H 1.285 1.361 -1.239
H 1.424 1.603 0.664
*
```

For the frontier orbital gap, the calculation gives 0.18459 hartree. The value obtained for the energy above the lowest of the compared OMol25 structures with the same formula, charge and spin is 77.8 kJ/mol. The total energy is -646.57213 a.u. The HOMO energy comes out at 1.4 eV. The SMILES is N[C@H](C[O-])C[S-].

[10]
Below is an isolated molecule of C3H7NOS, with properties calculated with ωB97M-V/def2-TZVPD.

The geometry in ORCA input format:
```
! RIJCOSX wB97M-V def2-TZVPD def2/J DEFGRID3
* xyz 0 1
C 0.526 -1.245 0.321
C 0.220 0.300 0.386
S 1.824 1.278 0.181
N -0.797 0.635 -0.677
C -2.041 1.038 -0.318
O -2.399 1.396 0.804
H 1.133 -1.428 -0.560
H -0.485 -1.724 0.280
H 1.098 -1.507 1.133
H -0.150 0.502 1.369
H 1.845 1.983 1.435
H -0.694 0.263 -1.654
H -2.629 0.851 -1.269
*
```

For the frontier orbital gap, the calculation gives 0.37092 hartree. The value obtained for the energy above the lowest of the compared OMol25 structures with the same formula, charge and spin is 108.9 kJ/mol. The total energy is -646.67050 a.u. The HOMO energy comes out at -9.4 eV. The SMILES is C[C@@H](S)NC=O.

[11]
Below is a structure of composition C3H7NOS, with properties calculated with ωB97M-V/def2-TZVPD.

The geometry in ORCA input format:
```
! RIJCOSX wB97M-V def2-TZVPD def2/J DEFGRID3
* xyz 0 1
C 1.041 0.120 0.236
C 0.312 -0.697 1.303
C -0.009 0.681 -0.740
N -1.468 -0.493 -0.183
O -0.839 -1.330 0.777
S 0.191 0.261 -2.417
H 1.531 0.935 0.643
H 1.698 -0.594 -0.204
H 0.988 -1.386 1.534
H 0.151 -0.037 2.128
H -0.417 1.668 -0.679
H -2.163 0.095 0.258
H -1.016 0.778 -2.658
*
```

For the frontier orbital gap, the calculation gives 0.35727 hartree. The value obtained for the energy above the lowest of the compared OMol25 structures with the same formula, charge and spin is 445.6 kJ/mol. The total energy is -646.54227 a.u. The HOMO energy comes out at -8.9 eV.

[12]
Below is a structure of composition C3H7NOS2, with properties calculated with ωB97M-V/def2-TZVPD.

The geometry in ORCA input format:
```
! RIJCOSX wB97M-V def2-TZVPD def2/J DEFGRID3
* xyz 0 1
C 1.234 -1.068 0.284
C 1.115 1.256 -0.425
C -1.394 -0.312 -0.281
N 0.482 -0.040 -0.134
O 0.828 -2.237 0.452
S -2.072 1.248 -0.278
S -1.904 -1.440 1.086
H 2.257 -0.826 0.236
H 2.114 1.091 -0.927
H 0.422 1.707 -1.064
H 1.196 1.818 0.498
H -1.501 -0.648 -1.209
H -2.128 1.467 1.008
H -0.649 -2.016 0.753
*
```

For the frontier orbital gap, the calculation gives 0.35659 hartree. The value obtained for the energy above the lowest of the compared OMol25 structures with the same formula, charge and spin is 284.0 kJ/mol. The total energy is -1044.79420 a.u. The HOMO energy comes out at -9.2 eV.